(1)
{"formula": "C21H20N3O2PPtS", "method": "ωB97M-V with the def2-TZVPD basis set", "energy_ha": -1985.8211, "e_homo_ev": -8.268, "total_charge": 0, "symbols": ["Pt", "C", "C", "C", "C", "C", "C", "P", "C", "C", "C", "C", "C", "C", "C", "C", "C", "C", "C", "C", "H", "H", "H", "H", "H", "H", "H", "H", "H", "H", "H", "H", "H", "H", "O", "N", "O", "S", "C", "N", "C", "C", "N", "H", "H", "H", "H", "H", "H"], "coordinates": [[-0.112, -0.604, 2.012], [-4.843, 2.155, -0.856], [-3.747, 2.621, -1.573], [-2.473, 2.179, -1.256], [-2.291, 1.268, -0.217], [-3.391, 0.806, 0.500], [-4.666, 1.249, 0.179], [-0.648, 0.736, 0.301], [0.239, 0.312, -1.233], [1.633, 0.366, -1.234], [2.347, -0.043, -2.350], [1.679, -0.517, -3.472], [0.294, -0.587, -3.472], [-0.424, -0.177, -2.355], [0.256, 2.013, 1.182], [0.532, 3.365, 1.049], [1.291, 3.959, 2.046], [1.743, 3.206, 3.131], [1.447, 1.855, 3.260], [0.681, 1.239, 2.273], [-5.837, 2.503, -1.106], [-3.886, 3.329, -2.379], [-1.620, 2.541, -1.819], [-3.240, 0.096, 1.305], [-5.519, 0.887, 0.737], [2.154, 0.730, -0.357], [3.428, 0.014, -2.345], [2.238, -0.827, -4.346], [-0.233, -0.952, -4.344], [-1.506, -0.235, -2.362], [0.170, 3.941, 0.206], [1.534, 5.012, 1.989], [2.332, 3.695, 3.898], [1.791, 1.295, 4.121], [0.761, -1.264, 4.705], [0.904, -1.559, 3.537], [1.738, -2.425, 3.205], [-1.185, -2.696, 1.302], [0.200, -3.218, 0.455], [0.225, -3.566, -0.835], [1.578, -3.838, -1.308], [2.416, -3.666, -0.017], [1.410, -3.326, 0.983], [-0.595, -3.506, -1.410], [1.864, -3.120, -2.077], [1.660, -4.845, -1.716], [3.159, -2.874, -0.108], [2.925, -4.590, 0.256], [1.581, -2.933, 1.918]]}

---

(2)
{"formula": "C21H20N4O3", "method": "ωB97M-V with the def2-TZVPD basis set", "smiles": "C=CCN1C(=O)/C(=N\\NC(=O)CNC(=O)Cc2ccccc2)c2ccccc21", "energy_ha": -1257.0081, "e_homo_ev": -8.601, "total_charge": 0, "symbols": ["C", "C", "C", "N", "C", "O", "C", "N", "N", "C", "O", "C", "N", "C", "O", "C", "C", "C", "C", "C", "C", "C", "C", "C", "C", "C", "C", "C", "H", "H", "H", "H", "H", "H", "H", "H", "H", "H", "H", "H", "H", "H", "H", "H", "H", "H", "H", "H"], "coordinates": [[6.384, 3.064, -1.100], [6.223, 1.804, -0.746], [5.701, 1.374, 0.595], [4.520, 0.551, 0.460], [3.252, 1.022, 0.649], [2.956, 2.153, 0.995], [2.324, -0.117, 0.361], [1.042, -0.123, 0.415], [0.381, 0.976, 0.769], [-0.986, 0.987, 0.832], [-1.596, 1.981, 1.151], [-1.647, -0.320, 0.446], [-3.066, -0.229, 0.659], [-3.770, -1.215, 1.255], [-3.293, -2.297, 1.521], [-5.222, -0.842, 1.543], [-5.865, -0.181, 0.359], [-6.301, -0.949, -0.714], [-6.862, -0.350, -1.826], [-6.993, 1.028, -1.883], [-6.560, 1.802, -0.820], [-5.998, 1.201, 0.293], [3.165, -1.235, -0.001], [2.879, -2.540, -0.360], [3.939, -3.388, -0.647], [5.249, -2.938, -0.574], [5.550, -1.629, -0.215], [4.498, -0.783, 0.069], [6.758, 3.339, -2.071], [6.151, 3.873, -0.428], [6.449, 0.999, -1.433], [5.413, 2.248, 1.186], [6.464, 0.805, 1.139], [0.895, 1.832, 1.004], [-1.253, -1.146, 1.045], [-1.412, -0.531, -0.606], [-3.466, 0.696, 0.568], [-5.226, -0.172, 2.406], [-5.748, -1.759, 1.813], [-6.197, -2.024, -0.671], [-7.199, -0.959, -2.653], [-7.432, 1.496, -2.751], [-6.661, 2.877, -0.856], [-5.670, 1.814, 1.122], [1.856, -2.876, -0.408], [3.744, -4.410, -0.929], [6.057, -3.617, -0.801], [6.575, -1.297, -0.161]]}

---

(3)
{"formula": "C21H20N9PtSi", "method": "ωB97M-V with the def2-TZVPD basis set", "energy_ha": -1713.5558, "e_homo_ev": -11.884, "total_charge": 1, "symbols": ["Pt", "C", "C", "C", "C", "C", "C", "C", "H", "H", "H", "H", "H", "H", "H", "H", "N", "C", "N", "N", "N", "N", "C", "N", "N", "N", "N", "H", "C", "C", "C", "C", "C", "C", "Si", "C", "C", "C", "C", "C", "C", "H", "H", "H", "H", "H", "H", "H", "H", "H", "H", "H"], "coordinates": [[-1.464, -0.073, 0.491], [1.379, -0.455, 2.539], [-0.093, -0.235, 2.415], [-0.659, 1.058, 2.332], [-2.062, 1.239, 2.482], [-2.916, 0.146, 2.674], [-2.382, -1.135, 2.558], [-0.991, -1.328, 2.374], [1.576, -0.856, 3.536], [1.929, 0.477, 2.431], [1.739, -1.185, 1.814], [-0.016, 1.922, 2.225], [-2.463, 2.242, 2.411], [-3.978, 0.294, 2.808], [-3.028, -2.004, 2.558], [-0.600, -2.335, 2.317], [-3.064, 0.091, -2.544], [-2.689, 1.260, -1.942], [-2.876, 2.471, -2.408], [-2.403, 3.298, -1.442], [-1.929, 2.649, -0.455], [-2.115, 1.326, -0.730], [-2.900, -1.136, -1.958], [-3.307, -2.281, -2.446], [-2.977, -3.201, -1.508], [-2.382, -2.669, -0.515], [-2.327, -1.327, -0.760], [-3.505, 0.135, -3.450], [3.214, -3.669, 0.177], [1.841, -3.821, 0.331], [0.982, -2.800, -0.043], [1.484, -1.599, -0.560], [2.871, -1.470, -0.729], [3.726, -2.501, -0.366], [0.426, -0.198, -1.136], [1.169, 1.484, -1.118], [0.711, 2.390, -2.081], [1.188, 3.691, -2.118], [2.124, 4.107, -1.183], [2.583, 3.226, -0.210], [2.106, 1.928, -0.173], [3.882, -4.471, 0.464], [1.439, -4.743, 0.731], [-0.085, -2.941, 0.078], [3.289, -0.581, -1.179], [4.792, -2.393, -0.516], [-0.326, -0.412, -2.382], [-0.019, 2.080, -2.821], [0.825, 4.376, -2.871], [2.496, 5.122, -1.208], [3.314, 3.556, 0.516], [2.470, 1.253, 0.592]]}

---

(4)
{"formula": "C21H20O4S2", "method": "ωB97M-V with the def2-TZVPD basis set", "smiles": "CCCSc1cc(-c2ccccc2)c(-c2ccc(S(C)(=O)=O)cc2)c(=O)o1", "energy_ha": -1909.5181, "e_homo_ev": -8.486, "total_charge": 0, "symbols": ["C", "C", "C", "S", "C", "C", "C", "C", "C", "C", "C", "C", "C", "C", "C", "C", "C", "C", "S", "C", "O", "O", "C", "C", "C", "O", "O", "H", "H", "H", "H", "H", "H", "H", "H", "H", "H", "H", "H", "H", "H", "H", "H", "H", "H", "H", "H"], "coordinates": [[-0.789, 5.562, 2.193], [-2.029, 4.711, 1.861], [-2.504, 4.021, 3.137], [-1.260, 2.897, 3.939], [-1.074, 1.785, 2.579], [0.194, 1.413, 2.158], [0.374, 0.458, 1.087], [1.791, 0.188, 0.698], [2.635, 1.275, 0.355], [3.978, 1.023, 0.027], [4.453, -0.303, 0.008], [3.593, -1.408, 0.276], [2.269, -1.118, 0.658], [-0.742, -0.225, 0.599], [-0.722, -1.251, -0.477], [-1.385, -2.477, -0.305], [-1.478, -3.378, -1.360], [-0.917, -3.096, -2.581], [-1.131, -4.321, -3.951], [0.297, -5.435, -3.793], [-2.369, -5.064, -3.745], [-1.120, -3.641, -5.254], [-0.180, -1.920, -2.745], [-0.045, -1.018, -1.696], [-2.109, 0.209, 1.143], [-3.092, -0.377, 0.740], [-2.191, 1.277, 1.963], [-1.048, 6.389, 2.891], [-0.422, 6.073, 1.310], [0.064, 4.982, 2.594], [-2.813, 5.349, 1.428], [-1.739, 3.953, 1.100], [-3.372, 3.398, 2.852], [-2.835, 4.770, 3.905], [1.088, 1.824, 2.661], [2.207, 2.304, 0.297], [4.696, 1.800, -0.221], [5.520, -0.446, -0.217], [3.923, -2.424, 0.264], [1.585, -1.915, 0.906], [-1.837, -2.742, 0.613], [-2.058, -4.330, -1.316], [0.337, -6.088, -4.649], [0.160, -5.972, -2.870], [1.193, -4.854, -3.644], [0.343, -1.766, -3.681], [0.565, -0.090, -1.737]]}

---

(5)
{"formula": "C21H20PPdSe3Te", "method": "ωB97M-V with the def2-TZVPD basis set", "energy_ha": -8753.9113, "e_homo_ev": -3.601, "total_charge": -1, "symbols": ["Pd", "Se", "Se", "Te", "Se", "C", "C", "C", "C", "C", "C", "C", "P", "C", "C", "C", "C", "C", "C", "C", "C", "C", "C", "C", "C", "C", "C", "H", "H", "H", "H", "H", "H", "H", "H", "H", "H", "H", "H", "H", "H", "H", "H", "H", "H", "H", "H"], "coordinates": [[-0.806, -1.217, -2.688], [-2.981, -2.539, -2.871], [-1.803, -3.551, -4.659], [0.556, -3.326, -3.762], [1.050, -0.933, -4.287], [1.036, 0.198, 2.681], [-0.042, -0.849, 2.568], [-0.467, -1.470, 3.741], [-1.448, -2.449, 3.744], [-2.035, -2.835, 2.549], [-1.618, -2.234, 1.372], [-0.635, -1.240, 1.358], [-0.320, -0.614, -0.351], [1.494, -0.288, -0.292], [2.222, -1.405, 0.126], [3.606, -1.407, 0.165], [4.296, -0.276, -0.241], [3.584, 0.821, -0.699], [2.190, 0.838, -0.747], [1.520, 2.052, -1.330], [-1.230, 0.974, -0.351], [-1.468, 1.732, 0.797], [-2.115, 2.950, 0.729], [-2.542, 3.425, -0.507], [-2.356, 2.656, -1.638], [-1.726, 1.405, -1.587], [-1.652, 0.603, -2.851], [1.034, 0.621, 3.687], [0.910, 1.009, 1.966], [2.023, -0.226, 2.489], [-0.017, -1.170, 4.682], [-1.752, -2.906, 4.678], [-2.801, -3.599, 2.525], [-2.052, -2.543, 0.425], [1.690, -2.300, 0.432], [4.134, -2.291, 0.500], [5.379, -0.254, -0.225], [4.122, 1.694, -1.049], [2.271, 2.794, -1.602], [0.813, 2.520, -0.643], [0.960, 1.784, -2.229], [-1.147, 1.361, 1.762], [-2.286, 3.525, 1.631], [-3.040, 4.385, -0.583], [-2.721, 3.006, -2.597], [-1.162, 1.188, -3.633], [-2.668, 0.382, -3.184]]}

---

(6)
{"formula": "C21H21AlN5S", "method": "ωB97M-V with the def2-TZVPD basis set", "energy_ha": -1726.5001, "e_homo_ev": -19.003, "total_charge": 3, "symbols": ["Al", "C", "N", "C", "C", "C", "C", "C", "C", "N", "C", "C", "C", "C", "C", "C", "N", "C", "C", "C", "C", "C", "N", "H", "H", "H", "H", "H", "H", "H", "H", "H", "H", "H", "H", "H", "H", "H", "H", "H", "H", "S", "C", "C", "N", "C", "H", "H", "H"], "coordinates": [[-0.168, -0.216, -0.305], [-0.541, 0.640, 2.423], [0.404, 0.940, 1.334], [0.335, 2.352, 0.930], [0.688, 2.476, -0.525], [1.166, 3.662, -1.061], [1.422, 3.744, -2.422], [1.157, 2.631, -3.214], [0.678, 1.485, -2.616], [0.464, 1.382, -1.288], [1.774, 0.589, 1.732], [1.989, -0.873, 1.475], [3.000, -1.592, 2.094], [3.167, -2.934, 1.785], [2.274, -3.522, 0.894], [1.282, -2.749, 0.331], [1.143, -1.434, 0.586], [-1.896, 0.364, 1.840], [-3.057, 0.382, 2.599], [-4.281, 0.181, 1.976], [-4.308, 0.017, 0.593], [-3.114, 0.013, -0.097], [-1.917, 0.138, 0.512], [-0.607, 1.473, 3.132], [-0.206, -0.244, 2.976], [0.992, 2.973, 1.548], [-0.686, 2.730, 1.056], [1.344, 4.513, -0.421], [1.815, 4.651, -2.856], [1.329, 2.660, -4.279], [0.449, 0.615, -3.209], [1.956, 0.839, 2.784], [2.492, 1.155, 1.127], [3.647, -1.106, 2.808], [3.964, -3.506, 2.237], [2.352, -4.570, 0.652], [0.559, -3.187, -0.338], [-3.006, 0.571, 3.661], [-5.196, 0.186, 2.546], [-5.245, -0.094, 0.068], [-3.084, -0.048, -1.175], [-1.654, -3.079, -3.440], [-0.040, -2.542, -3.651], [0.330, -1.714, -2.646], [-0.654, -1.473, -1.715], [-1.749, -2.167, -2.024], [0.559, -2.853, -4.485], [1.310, -1.290, -2.514], [-2.633, -2.167, -1.418]]}

---

(7)
{"formula": "C21H21BN8OPbS", "method": "ωB97M-V with the def2-TZVPD basis set", "energy_ha": -1941.5744, "e_homo_ev": -14.569, "total_charge": 2, "symbols": ["Pb", "C", "C", "N", "N", "C", "B", "N", "C", "C", "C", "N", "N", "C", "C", "C", "N", "H", "H", "H", "H", "H", "H", "H", "H", "H", "H", "S", "C", "C", "C", "C", "C", "C", "H", "H", "H", "H", "H", "N", "C", "O", "C", "C", "C", "C", "N", "C", "H", "H", "H", "H", "H", "H"], "coordinates": [[1.325, 1.468, 1.778], [3.548, 0.523, -2.030], [3.270, 0.370, -0.678], [2.255, 1.165, -0.318], [1.874, 1.847, -1.429], [2.639, 1.463, -2.466], [0.836, 2.958, -1.428], [-0.578, 2.253, -0.991], [-1.726, 2.199, -1.787], [-2.659, 1.514, -1.108], [-2.047, 1.111, 0.165], [-0.721, 1.675, 0.117], [1.106, 4.039, -0.410], [1.235, 5.367, -0.608], [1.548, 5.961, 0.594], [1.597, 4.905, 1.503], [1.332, 3.749, 0.895], [4.301, 0.019, -2.608], [3.745, -0.272, 0.044], [2.485, 1.897, -3.440], [0.670, 3.394, -2.519], [-1.710, 2.648, -2.765], [-3.661, 1.262, -1.418], [-2.570, 1.373, 1.084], [1.095, 5.787, -1.590], [1.717, 7.005, 0.785], [1.806, 4.935, 2.561], [-1.726, -0.732, 0.176], [-3.409, -1.302, 0.142], [-4.157, -1.336, 1.316], [-5.461, -1.800, 1.274], [-6.003, -2.242, 0.073], [-5.245, -2.224, -1.091], [-3.943, -1.748, -1.063], [-3.717, -1.018, 2.253], [-6.051, -1.829, 2.180], [-7.019, -2.610, 0.046], [-5.667, -2.583, -2.020], [-3.339, -1.736, -1.962], [1.857, -5.340, -0.497], [1.725, -4.001, -0.519], [1.349, -3.376, -1.493], [2.054, -3.252, 0.751], [2.759, -3.745, 1.840], [3.005, -2.907, 2.919], [2.542, -1.606, 2.870], [1.874, -1.116, 1.817], [1.641, -1.929, 0.787], [1.637, -5.848, -1.338], [2.062, -5.862, 0.335], [3.136, -4.759, 1.859], [3.551, -3.254, 3.785], [2.712, -0.930, 3.702], [1.122, -1.528, -0.073]]}

---

(8)
{"formula": "C21H21BaBr4F6N3O3S", "method": "ωB97M-V with the def2-TZVPD basis set", "energy_ha": -12521.9662, "e_homo_ev": -1.154, "total_charge": -2, "symbols": ["Ba", "S", "C", "C", "C", "C", "C", "N", "H", "H", "H", "H", "Br", "C", "C", "Br", "C", "Br", "C", "O", "C", "O", "C", "Br", "C", "C", "O", "C", "F", "F", "F", "C", "F", "F", "F", "H", "H", "H", "C", "C", "N", "C", "C", "C", "C", "N", "H", "H", "H", "H", "H", "H", "H", "H", "H", "H", "H", "H", "H", "H"], "coordinates": [[-1.527, 0.977, 0.055], [-3.509, -1.448, -0.626], [-2.686, -2.087, 0.768], [-2.923, -3.394, 1.280], [-2.221, -3.857, 2.368], [-1.276, -3.040, 2.997], [-1.106, -1.776, 2.475], [-1.768, -1.312, 1.402], [-3.665, -4.006, 0.782], [-2.409, -4.858, 2.744], [-0.712, -3.367, 3.861], [-0.412, -1.068, 2.936], [-6.549, 4.938, 3.653], [-4.989, 3.926, 3.251], [-4.164, 3.466, 4.262], [-4.562, 3.824, 6.088], [-3.005, 2.725, 3.923], [-1.807, 2.079, 5.257], [-2.635, 2.417, 2.596], [-1.561, 1.772, 2.278], [-3.531, 2.884, 1.519], [-3.226, 2.608, 0.289], [-4.660, 3.636, 1.902], [-5.744, 4.248, 0.463], [-1.815, 0.287, -3.764], [-0.433, 0.480, -3.122], [-0.501, 0.926, -1.829], [0.364, 1.499, -3.993], [1.620, 1.709, -3.552], [-0.255, 2.691, -3.967], [0.475, 1.155, -5.295], [0.293, -0.895, -3.162], [0.375, -1.425, -4.402], [-0.368, -1.763, -2.402], [1.557, -0.845, -2.695], [-2.337, 1.245, -3.754], [-2.376, -0.417, -3.141], [-1.757, -0.087, -4.786], [3.359, -2.704, 1.262], [3.092, -2.100, -0.114], [3.395, -0.680, -0.178], [4.680, -0.312, -0.749], [4.733, -0.341, -2.274], [2.405, 0.249, 0.107], [2.731, 1.694, -0.186], [1.258, -0.016, 0.606], [3.155, -3.782, 1.264], [2.721, -2.236, 2.018], [4.404, -2.550, 1.556], [2.055, -2.263, -0.407], [3.694, -2.603, -0.874], [5.426, -0.998, -0.339], [4.956, 0.674, -0.390], [4.489, -1.334, -2.662], [5.736, -0.075, -2.627], [4.013, 0.357, -2.705], [3.531, 2.061, 0.464], [1.836, 2.279, -0.001], [3.031, 1.838, -1.226], [1.104, -1.005, 0.797]]}

---

(9)
{"formula": "C21H21Cl2N3O2", "method": "ωB97M-V with the def2-TZVPD basis set", "smiles": "O=c1cc(NCCCN[C@H]2CCOc3c(Cl)cc(Cl)cc32)[nH]c2ccccc12", "energy_ha": -2047.8796, "e_homo_ev": -7.829, "total_charge": 0, "symbols": ["O", "C", "C", "C", "N", "C", "C", "C", "N", "C", "C", "C", "O", "C", "C", "Cl", "C", "C", "Cl", "C", "C", "N", "C", "C", "C", "C", "C", "C", "H", "H", "H", "H", "H", "H", "H", "H", "H", "H", "H", "H", "H", "H", "H", "H", "H", "H", "H", "H", "H"], "coordinates": [[-1.102, 5.792, -0.220], [-0.949, 4.731, -0.782], [-0.948, 3.682, 0.146], [-0.634, 2.439, -0.274], [-0.522, 1.290, 0.488], [-1.107, 1.130, 1.824], [-2.094, -0.088, 2.078], [-1.323, -1.435, 1.856], [-0.144, -1.491, 2.700], [0.658, -2.730, 2.631], [-0.157, -4.073, 2.877], [0.679, -5.192, 2.331], [0.780, -5.084, 0.912], [1.159, -3.947, 0.372], [1.584, -3.889, -1.039], [1.349, -5.219, -2.249], [2.077, -2.647, -1.447], [1.946, -1.456, -0.707], [2.150, 0.087, -1.404], [1.749, -1.550, 0.689], [1.281, -2.741, 1.252], [-0.290, 2.065, -1.517], [-0.284, 3.107, -2.494], [0.242, 2.794, -3.772], [0.258, 3.782, -4.751], [-0.096, 4.999, -4.453], [-0.461, 5.434, -3.200], [-0.625, 4.461, -2.206], [-1.269, 3.896, 1.112], [-0.107, 0.539, -0.040], [-1.699, 2.041, 2.000], [-0.259, 1.182, 2.619], [-2.990, -0.037, 1.416], [-2.365, -0.047, 3.136], [-1.053, -1.615, 0.772], [-2.093, -2.147, 2.065], [-0.354, -1.159, 3.609], [1.363, -2.697, 3.423], [-0.269, -4.105, 3.926], [-1.125, -4.141, 2.298], [0.309, -6.153, 2.485], [1.679, -5.284, 2.596], [2.478, -2.682, -2.445], [1.622, -0.644, 1.282], [0.274, 1.250, -1.688], [0.490, 1.774, -4.040], [0.652, 3.616, -5.742], [0.036, 5.669, -5.314], [-0.499, 6.492, -3.107]]}